[1]
Molecular formula: C6H14N2O2
Method: DFT, ωB97M-V/def2-TZVPD

Results
HOMO energy ... -9.715 eV
Net charge ... 0
Kohn-Sham gap ... 10.17 eV
Energy above the lowest of the compared OMol25 structures with the same formula, charge and spin ... 1.826 eV
Structure (SMILES) ... CNC(C)=O.CNC(C)=O

Last column: Löwdin charge in e.
Atoms and positions in Å:
C 3.026 1.044 0.835  -0.018
C 0.647 1.033 -2.056  -0.104
C 2.038 1.734 -0.054  -0.562
O 1.395 2.726 0.185  0.070
N 1.794 0.917 -1.155  -0.044
H 4.058 1.126 0.450  0.095
H 2.190 -0.018 -1.286  0.122
H 0.786 0.351 -2.985  0.108
H 2.857 1.409 1.832  0.073
H 2.715 -0.013 0.993  0.082
H -0.282 1.056 -1.494  0.063
H 0.668 2.143 -2.509  0.116
C -0.849 -2.703 -0.702  -0.068
C -2.327 -0.050 1.803  0.009
C -2.078 -1.148 0.759  -0.515
O -2.983 -1.410 -0.010  0.017
N -0.885 -1.858 0.549  0.014
H -0.028 -1.460 0.869  0.096
H 0.209 -2.680 -0.980  0.070
H -2.760 -0.459 2.681  0.064
H -1.100 -3.764 -0.581  0.077
H -1.557 -2.356 -1.444  0.069
H -1.456 0.551 1.963  0.059
H -3.097 0.616 1.314  0.106


[2]
Molecular formula: C12H11ClOP
Method: DFT, ωB97M-V/def2-TZVPD

Results
HOMO energy ... -13.327 eV
Net charge ... +1
Kohn-Sham gap ... 9.09 eV
Energy above the lowest of the compared OMol25 structures with the same formula, charge and spin ... 0.000 eV

Last column: Löwdin charge in e.
Atoms and positions in Å:
C -3.570 1.051 -0.604  -0.060
C 4.020 0.276 -0.139  -0.045
C -2.456 1.159 -1.385  -0.030
C -3.781 0.149 0.423  -0.009
C 3.193 -0.033 -1.176  -0.066
C 3.528 0.046 1.147  -0.002
C -1.418 0.303 -1.084  -0.062
C -2.712 -0.697 0.686  -0.073
C 1.870 -0.489 -1.133  -0.063
C 2.251 -0.600 1.230  -0.064
C -1.619 -0.574 -0.061  -0.332
C 1.471 -0.911 0.154  -0.370
O -0.434 -1.798 1.911  -0.191
P -0.134 -1.549 0.384  0.733
Cl -0.355 -3.432 -0.702  0.323
H -4.483 1.565 -0.933  0.129
H 4.974 0.594 -0.236  0.087
H -2.457 1.825 -2.203  0.113
H -4.758 0.000 0.871  0.127
H 3.630 0.218 -2.195  0.145
H 4.127 0.341 2.041  0.135
H -0.509 0.221 -1.597  0.074
H -2.755 -1.399 1.415  0.085
H 1.393 -0.834 -2.061  0.125
H 1.948 -0.968 2.229  0.120
H -0.267 -2.669 2.406  0.171


[3]
Molecular formula: C40H62AsCsGeNSSi3
Method: DFT, ωB97M-V/def2-TZVPD

Results
HOMO energy ... -4.277 eV
Net charge ... -1
Kohn-Sham gap ... 6.33 eV

Last column: Löwdin charge in e.
Atoms and positions in Å:
Cs -0.518 -0.702 0.090  0.743
C -5.818 -0.734 -1.512  -0.186
Si -4.116 -1.078 -0.744  0.300
C -2.929 -1.004 -2.238  -0.229
C -4.180 -2.925 -0.330  -0.180
C -3.671 0.006 0.641  -0.557
Si -3.799 1.792 0.382  0.314
C -5.486 2.531 0.833  -0.185
C -2.520 2.825 1.333  -0.181
C -3.517 2.339 -1.413  -0.188
Si -3.986 -0.613 2.298  0.391
C -3.557 0.574 3.708  -0.181
C -5.787 -1.093 2.660  -0.179
C -2.989 -2.200 2.773  -0.293
C -3.362 -2.955 3.892  -0.078
C -2.647 -4.089 4.241  -0.078
C -1.564 -4.465 3.460  -0.069
C -1.247 -3.673 2.370  -0.164
N -1.927 -2.574 2.038  -0.035
H -6.026 -1.405 -2.352  0.020
H -5.915 0.296 -1.867  0.010
H -6.589 -0.893 -0.751  0.024
H -3.331 -1.604 -3.061  0.031
H -1.921 -1.383 -2.045  -0.063
H -2.809 0.017 -2.610  -0.007
H -4.648 -3.450 -1.169  0.028
H -4.759 -3.153 0.569  0.016
H -3.179 -3.342 -0.190  0.018
H -5.720 2.367 1.890  0.013
H -6.272 2.052 0.243  0.021
H -5.524 3.609 0.644  0.020
H -2.768 2.916 2.393  0.011
H -2.453 3.834 0.913  0.023
H -1.522 2.379 1.265  0.008
H -4.191 1.860 -2.128  0.016
H -2.487 2.136 -1.723  -0.016
H -3.670 3.422 -1.478  0.031
H -4.200 1.459 3.704  0.021
H -2.518 0.910 3.666  0.025
H -3.702 0.059 4.663  0.023
H -6.417 -0.236 2.400  0.023
H -5.978 -1.342 3.709  0.015
H -6.111 -1.938 2.047  0.019
H -4.216 -2.648 4.483  0.091
H -2.932 -4.675 5.108  0.099
H -0.977 -5.345 3.685  0.100
H -0.404 -3.926 1.731  0.099
C -0.702 3.121 -7.180  -0.099
C -1.676 2.673 -6.298  -0.088
C -1.322 2.288 -5.012  -0.124
C 0.004 2.363 -4.592  -0.402
C 0.976 2.807 -5.483  -0.094
C 0.624 3.182 -6.772  -0.090
As 0.362 1.847 -2.748  1.322
C 2.294 1.632 -2.670  -0.404
C 3.193 2.700 -2.744  -0.128
C 4.552 2.478 -2.598  -0.093
C 5.026 1.188 -2.362  -0.086
C 4.140 0.127 -2.278  -0.080
C 2.778 0.351 -2.440  -0.144
C 0.235 3.611 -1.916  -0.398
C -0.423 4.686 -2.500  -0.098
C -0.582 5.877 -1.801  -0.088
C -0.088 6.003 -0.511  -0.097
C 0.568 4.931 0.081  -0.089
C 0.724 3.744 -0.616  -0.127
H -0.975 3.415 -8.185  0.097
H -2.711 2.615 -6.612  0.101
H -2.081 1.929 -4.324  0.087
H 2.013 2.852 -5.172  0.091
H 1.387 3.522 -7.462  0.099
H 2.822 3.709 -2.888  0.102
H 5.245 3.309 -2.650  0.097
H 6.088 1.020 -2.229  0.098
H 4.478 -0.876 -2.051  0.088
H 2.108 -0.495 -2.348  0.022
H -0.817 4.600 -3.506  0.095
H -1.098 6.708 -2.266  0.099
H -0.218 6.929 0.035  0.097
H 0.951 5.017 1.091  0.104
H 1.238 2.912 -0.147  0.104
S 2.099 -2.528 -0.525  -0.114
C 8.794 -3.634 2.212  -0.130
C 7.772 -2.909 1.342  -0.291
C 6.367 -3.492 1.461  -0.324
C 5.332 -2.786 0.592  -0.381
Ge 3.537 -3.620 0.644  0.376
C 2.883 -3.801 2.520  -0.352
C 2.098 -2.589 3.027  -0.335
C 2.924 -1.311 3.107  -0.286
C 2.127 -0.141 3.675  -0.106
H 9.790 -3.199 2.114  0.061
H 8.859 -4.689 1.935  0.067
H 8.510 -3.588 3.266  0.067
H 8.086 -2.950 0.294  0.104
H 7.741 -1.849 1.614  0.105
H 6.058 -3.452 2.512  0.097
H 6.403 -4.557 1.198  0.102
H 5.645 -2.796 -0.458  0.053
H 5.232 -1.735 0.879  0.054
H 3.801 -5.084 0.175  -0.050
H 3.711 -4.027 3.202  0.052
H 2.233 -4.682 2.520  0.045
H 1.658 -2.804 4.009  0.108
H 1.266 -2.410 2.340  0.037
H 3.267 -1.062 2.099  0.079
H 3.816 -1.485 3.719  0.110
H 1.237 0.048 3.068  0.056
H 2.716 0.778 3.697  0.066
H 1.786 -0.351 4.691  0.071


[4]
Molecular formula: C18H14ClO8PSTa
Method: DFT, ωB97M-V/def2-TZVPD

Results
HOMO energy ... -12.769 eV
Net charge ... +1
Kohn-Sham gap ... 7.47 eV
Energy above the lowest of the compared OMol25 structures with the same formula, charge and spin ... 0.000 eV

Last column: Löwdin charge in e.
Atoms and positions in Å:
Ta -0.136 0.017 0.078  1.670
O 0.894 0.352 1.755  -0.421
S 2.310 0.615 1.144  0.626
O 3.391 -0.044 1.762  -0.180
O 2.014 0.177 -0.267  -0.418
C 2.588 2.347 1.037  -0.275
C 3.845 2.775 1.442  -0.021
C 4.204 4.098 1.227  -0.023
C 3.324 4.961 0.596  -0.022
C 2.065 4.520 0.205  -0.048
C 1.666 3.212 0.441  -0.302
P -0.027 2.664 0.054  1.029
C -1.111 3.483 1.234  -0.344
C -1.800 2.742 2.192  -0.079
C -2.601 3.392 3.121  -0.048
C -2.720 4.772 3.092  -0.048
C -2.036 5.516 2.137  -0.054
C -1.231 4.876 1.211  -0.094
C -0.391 3.173 -1.640  -0.371
C 0.466 2.671 -2.626  -0.106
C 0.206 2.928 -3.962  -0.058
C -0.907 3.681 -4.315  -0.052
C -1.761 4.170 -3.338  -0.049
C -1.511 3.916 -1.995  -0.067
H 4.535 2.078 1.896  0.126
H 5.181 4.442 1.536  0.125
H 3.613 5.987 0.407  0.124
H 1.391 5.203 -0.296  0.113
H -1.728 1.665 2.222  0.079
H -3.135 2.814 3.862  0.118
H -3.351 5.275 3.813  0.117
H -2.131 6.593 2.115  0.116
H -0.704 5.465 0.471  0.101
H 1.359 2.115 -2.350  0.103
H 0.872 2.548 -4.726  0.116
H -1.110 3.885 -5.358  0.117
H -2.630 4.750 -3.619  0.117
H -2.192 4.278 -1.237  0.107
O -1.809 0.182 0.335  -0.410
O -0.680 -2.608 1.950  -0.256
Cl -0.930 -2.980 0.609  0.777
O -2.234 -2.718 0.159  -0.237
O -0.388 -4.215 0.232  -0.204
O 0.042 -1.896 -0.212  -0.496


[5]
Molecular formula: C32H51BN11OPS3Zn
Method: DFT, ωB97M-V/def2-TZVPD

Results
HOMO energy ... -6.973 eV
Net charge ... 0
Kohn-Sham gap ... 7.27 eV
Energy above the lowest of the compared OMol25 structures with the same formula, charge and spin ... 0.000 eV

Last column: Löwdin charge in e.
Atoms and positions in Å:
Zn 0.094 0.034 -0.190  0.597
C -1.587 3.312 -0.024  -0.085
C -0.428 4.144 0.488  -0.368
C -0.761 4.723 1.868  -0.059
C 0.865 3.391 0.547  -0.269
C 2.115 3.970 0.826  -0.015
C 2.998 2.919 0.818  -0.061
N 2.313 1.796 0.560  -0.024
N 0.989 2.073 0.384  0.095
B 2.904 0.383 0.336  -0.533
N 2.218 -0.574 1.350  -0.028
C 2.834 -1.291 2.303  -0.071
C 1.906 -1.635 3.255  0.005
C 0.697 -1.065 2.817  -0.253
N 0.890 -0.442 1.658  0.046
C -0.593 -1.057 3.586  -0.345
C -1.079 -2.492 3.820  -0.056
C -1.664 -0.177 2.949  -0.066
N 2.653 0.034 -1.160  -0.032
C 3.583 -0.121 -2.113  -0.081
C 2.965 -0.044 -3.339  0.003
C 1.607 0.173 -3.053  -0.262
N 1.434 0.230 -1.737  0.038
C 0.509 0.353 -4.060  -0.350
C 0.170 -0.997 -4.703  -0.058
C -0.723 1.036 -3.472  -0.068
H -2.472 3.943 -0.070  0.072
H -1.395 2.914 -1.023  0.069
H -1.788 2.465 0.638  0.064
H -0.275 4.981 -0.199  0.141
H -0.950 3.914 2.579  0.083
H 0.061 5.326 2.255  0.074
H -1.652 5.353 1.816  0.078
H 2.332 5.012 0.998  0.105
H 4.064 2.887 0.984  0.124
H 4.085 0.382 0.539  0.127
H 3.889 -1.508 2.239  0.130
H 2.076 -2.197 4.159  0.111
H -0.351 -0.626 4.562  0.141
H -1.176 -3.021 2.871  0.066
H -0.371 -3.046 4.438  0.073
H -2.047 -2.493 4.327  0.081
H -2.035 -0.614 2.024  0.027
H -2.506 -0.060 3.635  0.086
H -1.267 0.815 2.717  0.074
H 4.616 -0.286 -1.852  0.128
H 3.417 -0.129 -4.314  0.109
H 0.915 1.003 -4.839  0.138
H -0.107 -1.726 -3.939  0.060
H -0.655 -0.889 -5.412  0.076
H 1.032 -1.393 -5.244  0.079
H -1.145 0.458 -2.648  0.033
H -0.466 2.028 -3.096  0.078
H -1.498 1.146 -4.234  0.085
S 5.146 -4.834 0.842  0.548
C 3.554 -4.512 0.502  -1.116
S 3.053 -3.253 -0.578  0.973
C 1.360 -3.497 -0.145  -1.067
N 1.213 -4.473 0.685  0.013
N 2.421 -5.059 1.014  -0.146
C 2.339 -6.145 1.936  -0.208
C 1.378 -6.084 2.939  -0.020
C 1.273 -7.122 3.851  -0.086
C 2.121 -8.217 3.767  -0.097
C 3.058 -8.281 2.746  -0.080
C 3.168 -7.251 1.824  -0.046
S 0.056 -2.555 -0.753  0.603
H 0.720 -5.227 2.985  0.095
H 0.522 -7.076 4.631  0.100
H 2.048 -9.017 4.494  0.099
H 3.708 -9.143 2.656  0.103
H 3.889 -7.305 1.022  0.083
C -4.990 1.175 0.897  -0.088
N -4.521 0.815 -0.439  -0.300
C -4.606 1.914 -1.401  -0.097
P -3.425 -0.397 -0.671  0.562
O -1.969 -0.084 -0.487  -0.336
N -3.687 -0.807 -2.259  -0.284
C -2.808 -1.849 -2.801  -0.105
C -5.013 -0.826 -2.866  -0.110
N -3.962 -1.548 0.391  -0.291
C -5.331 -2.028 0.203  -0.101
C -3.078 -2.598 0.895  -0.121
H -6.074 1.319 0.886  0.089
H -4.526 2.107 1.233  0.083
H -4.747 0.392 1.609  0.073
H -5.647 2.075 -1.698  0.089
H -4.018 1.695 -2.290  0.082
H -4.239 2.835 -0.958  0.063
H -1.871 -1.894 -2.252  -0.014
H -2.585 -1.636 -3.848  0.080
H -3.285 -2.834 -2.746  0.093
H -5.693 -0.159 -2.343  0.062
H -5.442 -1.834 -2.862  0.083
H -4.940 -0.497 -3.906  0.091
H -5.973 -1.234 -0.173  0.071
H -5.725 -2.363 1.164  0.090
H -5.370 -2.875 -0.491  0.088
H -2.073 -2.223 1.036  0.004
H -3.013 -3.447 0.208  0.089
H -3.470 -2.953 1.850  0.091


[6]
Molecular formula: C7H10Cl10F12NO4PS2V
Method: DFT, ωB97M-V/def2-TZVPD

Results
HOMO energy (spin up / spin down) ... -10.806 / -10.806 eV
Net charge ... 0
Kohn-Sham gap (spin up / spin down) ... 8.35 / 8.50 eV
Energy above the lowest of the compared OMol25 structures with the same formula, charge and spin ... 0.000 eV
Spin multiplicity ... 4

Last column: Löwdin spin population.
Atoms and positions in Å:
V 0.312 1.391 -3.262  2.880
P 0.167 4.344 -2.996  0.003
F -0.102 3.346 -4.301  0.021
F -0.937 5.366 -3.651  0.000
F -0.921 3.447 -2.223  0.011
F 0.430 5.233 -1.679  0.000
F 1.289 3.177 -2.590  0.021
F 1.296 5.091 -3.915  0.001
C -1.896 -1.552 -1.180  0.003
F -2.300 -0.858 -0.088  0.000
F -1.906 -2.823 -0.911  0.001
F -2.718 -1.339 -2.208  0.001
S -0.064 -1.024 -1.613  0.013
O 0.869 -1.981 -1.025  0.004
O -0.050 -0.942 -3.059  0.015
N 0.140 0.655 -1.380  0.018
S 0.748 0.617 0.096  0.006
O 0.267 -0.337 1.091  -0.004
O 2.187 0.602 0.035  0.004
C 0.147 2.289 1.035  0.001
F 0.325 2.098 2.358  0.000
F 0.930 3.345 0.523  0.000
F -1.152 2.517 0.803  0.000
C -0.427 -3.566 2.439  0.000
Cl -0.638 -4.262 4.032  0.000
Cl 0.421 -4.730 1.443  0.000
H -1.364 -3.258 1.976  0.000
H 0.193 -2.676 2.547  0.000
C -4.057 -5.135 -1.316  0.000
Cl -4.300 -4.194 -2.791  0.000
Cl -4.391 -6.865 -1.621  0.000
H -3.104 -4.985 -0.810  0.000
H -4.878 -4.944 -0.625  0.000
C -1.953 5.568 1.301  0.000
Cl -3.663 5.939 1.459  0.000
Cl -0.925 6.673 2.226  0.000
H -1.774 4.588 1.744  0.000
H -1.681 5.576 0.245  0.000
C 3.915 -0.349 3.110  0.000
Cl 3.917 1.400 3.405  0.000
Cl 2.302 -1.044 3.491  0.000
H 4.143 -0.446 2.049  0.000
H 4.659 -0.854 3.725  0.000
C 3.158 -3.055 0.417  0.000
Cl 4.389 -3.509 1.627  0.000
Cl 3.963 -2.128 -0.845  0.000
H 2.664 -3.953 0.045  0.000
H 2.369 -2.454 0.868  0.000


Number 1: electronic energy -13523.798 eV. Number 2: electronic energy -36474.672 eV. Number 3: electronic energy -196352.812 eV. Number 4: electronic energy -69458.704 eV. Number 5: electronic energy -143345.615 eV. Number 6: electronic energy -231584.710 eV.